Record 1
C15H14Cl3N5O2RbSSe | the ωB97M-V functional and the def2-TZVPD basis

Calculated values
Multiplicity: 1
LUMO in eV: 0.493
Total charge: -1
E_HOMO in eV: -2.976
HOMO-LUMO gap in eV: 3.47
Max |F| in eV/A: 1.9

Positions of all 42 atoms, in Å:
Rb  -0.12  0.33  -1.02
Cl  -3.10  -5.95  1.91
C  -2.74  -4.50  0.98
C  -2.76  -4.56  -0.42
C  -2.50  -3.44  -1.15
Cl  -2.52  -3.54  -2.89
C  -2.19  -2.14  -0.57
O  -2.00  -1.14  -1.27
C  -2.12  -2.16  0.88
C  -1.75  -1.00  1.67
O  -1.34  0.08  1.29
C  -2.43  -3.33  1.61
H  -3.00  -5.49  -0.92
H  -1.85  -1.17  2.77
H  -2.40  -3.29  2.69
Se  1.41  -3.41  0.53
N  3.13  -3.64  0.16
C  3.54  -2.51  -0.38
C  4.87  -2.23  -0.83
C  5.11  -1.01  -1.35
C  4.04  -0.03  -1.45
N  2.82  -0.23  -1.06
C  2.55  -1.47  -0.51
N  1.35  -1.76  -0.07
H  5.65  -2.98  -0.74
H  6.09  -0.73  -1.70
H  4.25  0.95  -1.87
Cl  -1.12  2.95  -1.97
C  -2.86  3.40  -1.42
H  -3.34  2.41  -1.43
H  -3.24  3.86  -2.35
C  -1.36  5.07  1.06
N  0.07  5.15  0.75
C  0.93  4.15  0.86
N  0.47  3.01  1.42
S  2.57  4.28  0.40
H  -1.74  6.08  1.18
H  -1.49  4.56  2.01
H  -1.92  4.55  0.27
H  0.39  5.91  0.17
H  -0.50  2.75  1.36
H  1.13  2.25  1.40

---

Record 2
C2H9NS2 | the ωB97M-V functional and the def2-TZVPD basis

Calculated values
Multiplicity: 1
LUMO in eV: 0.323
E_HOMO in eV: -8.664
SMILES string: CSS.CN
HOMO-LUMO gap in eV: 8.99
Max |F| in eV/A: 1.3

Positions of all 14 atoms, in Å:
C  1.56  1.10  2.12
S  0.47  0.12  3.22
S  -0.32  -1.31  1.87
H  1.29  0.86  1.10
H  1.39  2.13  2.38
H  2.56  0.75  2.29
H  0.97  -1.46  1.58
C  -0.76  -0.78  -2.09
N  -1.40  0.57  -2.31
H  -1.58  -1.48  -1.95
H  -0.03  -0.90  -2.88
H  -0.10  -0.82  -1.21
H  -2.31  0.37  -2.73
H  -1.75  0.83  -1.39

---

Record 3
C5H5N4O3 | the ωB97M-V functional and the def2-TZVPD basis

Calculated values
Multiplicity: 1
LUMO in eV: -5.254
Total charge: +1
E_HOMO in eV: -14.589
HOMO-LUMO gap in eV: 9.34
Max |F| in eV/A: 3.9

Positions of all 17 atoms, in Å:
C  5.17  -1.29  0.60
C  0.74  -0.86  -0.56
C  3.55  2.31  -0.18
C  3.13  -1.24  -0.55
C  -0.87  0.92  -0.37
N  6.23  -0.88  0.66
N  -0.37  -0.37  -0.86
N  1.74  -1.35  -0.16
N  3.89  -1.63  0.48
O  4.32  3.10  -0.50
O  3.44  -0.81  -1.61
O  2.92  1.44  0.27
H  -1.91  1.06  -0.45
H  -0.25  1.63  -0.95
H  -0.64  1.06  0.66
H  -1.11  -0.75  -1.55
H  3.50  -2.27  1.21

---

Record 4
C16H21F17INO4S | the ωB97M-V functional and the def2-TZVPD basis

Calculated values
Multiplicity: 1
LUMO in eV: 0.207
E_HOMO in eV: -9.652
SMILES string: FC(F)C(F)(F)COC(F)(F)C(F)F.FC(F)C(F)(F)COC(F)(F)C(F)F.CCCN(CCCI)S(=O)(=O)F
HOMO-LUMO gap in eV: 9.86
Max |F| in eV/A: 1.7

Positions of all 61 atoms, in Å:
F  3.86  -3.24  -0.60
C  3.73  -2.26  0.32
F  3.36  -2.83  1.49
C  2.63  -1.26  -0.05
F  1.42  -1.86  -0.01
F  2.64  -0.34  0.94
C  2.78  -0.49  -1.37
O  2.05  -0.96  -2.50
C  2.54  -1.93  -3.34
F  3.84  -2.20  -3.11
F  2.45  -1.44  -4.60
C  1.68  -3.20  -3.33
F  1.56  -3.70  -2.09
F  2.27  -4.13  -4.12
H  4.69  -1.76  0.45
H  2.33  0.49  -1.18
H  3.82  -0.29  -1.62
H  0.68  -2.98  -3.72
F  -1.92  -4.41  0.68
C  -0.63  -4.36  1.06
F  -0.23  -5.61  1.38
C  -0.43  -3.46  2.28
F  -1.02  -3.99  3.37
F  0.92  -3.46  2.49
C  -0.81  -1.97  2.15
O  -2.07  -1.53  2.65
C  -3.21  -1.57  1.91
F  -2.97  -1.85  0.61
F  -3.75  -0.32  1.95
C  -4.27  -2.50  2.51
F  -3.80  -3.75  2.65
F  -5.34  -2.54  1.67
H  -0.02  -4.00  0.23
H  -0.09  -1.46  2.79
H  -0.64  -1.61  1.14
H  -4.59  -2.12  3.48
C  -1.62  4.13  2.01
C  -1.75  2.81  1.27
C  -0.44  2.22  0.72
N  0.22  3.15  -0.24
C  0.33  2.66  -1.62
C  -0.87  3.13  -2.47
C  -1.26  4.58  -2.22
I  -3.30  4.90  -2.84
S  1.69  3.71  0.25
O  1.97  4.88  -0.50
O  2.66  2.67  0.33
F  1.38  4.14  1.70
H  -1.24  3.97  3.02
H  -2.59  4.62  2.05
H  -0.95  4.82  1.50
H  -2.23  2.06  1.90
H  -2.39  2.96  0.39
H  0.24  1.91  1.51
H  -0.72  1.32  0.17
H  1.25  3.02  -2.08
H  0.36  1.57  -1.64
H  -0.61  3.01  -3.52
H  -1.72  2.50  -2.24
H  -1.19  4.87  -1.18
H  -0.69  5.28  -2.83

---

Record 5
C27H24OP | the ωB97M-V functional and the def2-TZVPD basis

Calculated values
Multiplicity: 1
LUMO in eV: -3.095
Total charge: +1
E_HOMO in eV: -10.620
HOMO-LUMO gap in eV: 7.52
Max |F| in eV/A: 2.6

Positions of all 53 atoms, in Å:
C  -2.01  -0.09  -0.69
C  -2.72  1.21  -0.83
C  -3.99  1.48  -1.23
C  -5.14  0.67  -1.34
C  -5.19  -0.70  -1.30
C  -4.09  -1.57  -1.16
C  -2.78  -1.35  -0.92
H  -1.29  -0.13  -1.53
H  -2.08  2.09  -0.65
H  -4.19  2.54  -1.43
H  -6.07  1.23  -1.49
H  -6.16  -1.19  -1.41
H  -4.35  -2.63  -1.27
H  -2.14  -2.23  -0.89
C  2.09  4.17  -0.68
C  2.62  3.50  0.43
C  2.15  2.24  0.78
C  1.17  1.60  -0.02
P  0.60  -0.06  0.41
C  1.03  -1.20  -0.91
C  0.48  -2.50  -0.87
C  0.78  -3.41  -1.87
C  1.67  -3.06  -2.90
C  2.24  -1.79  -2.92
C  1.92  -0.85  -1.94
C  1.43  -0.63  1.90
C  0.92  -0.32  3.18
C  1.70  -0.57  4.31
C  2.96  -1.16  4.18
C  3.42  -1.56  2.93
C  2.65  -1.32  1.79
C  -1.23  -0.12  0.62
C  -1.67  0.99  1.59
O  -2.32  0.75  2.60
C  0.67  2.26  -1.15
C  1.11  3.56  -1.46
H  2.45  5.17  -0.93
H  3.40  3.97  1.03
H  2.54  1.73  1.66
H  -0.18  -2.78  -0.05
H  0.32  -4.40  -1.85
H  1.91  -3.78  -3.67
H  2.93  -1.51  -3.72
H  2.34  0.15  -1.97
H  -0.07  0.11  3.30
H  1.32  -0.28  5.29
H  3.58  -1.32  5.07
H  4.39  -2.06  2.82
H  3.00  -1.65  0.81
H  -1.37  -1.08  1.15
H  -1.36  2.03  1.30
H  -0.05  1.77  -1.80
H  0.67  4.09  -2.31

---

Record 6
C4H6O2 | the ωB97M-V functional and the def2-TZVPD basis

Calculated values
Multiplicity: 1
LUMO in eV: 0.835
E_HOMO in eV: -10.323
HOMO-LUMO gap in eV: 11.16
Max |F| in eV/A: 1.6

Positions of all 12 atoms, in Å:
C  1.47  -0.26  0.09
C  -0.03  -0.24  0.30
C  -0.85  1.08  0.23
O  -1.77  0.45  -0.71
C  -1.03  -0.70  -0.72
O  -1.29  -1.80  -1.10
H  2.01  0.06  0.98
H  1.78  -1.29  -0.14
H  1.79  0.38  -0.75
H  -0.36  -1.03  0.99
H  -0.35  1.93  -0.27
H  -1.38  1.44  1.11